1.
{"formula": "C43H40NO", "method": "the ωB97M-V functional and the def2-TZVPD basis", "lumo_energy_ev": -5.39, "max_force_ev_per_a": 1.628, "homo_energy_ev": -9.86, "total_charge": 1, "orbital_gap_ev": 4.48, "elements": ["C", "C", "C", "C", "C", "C", "C", "C", "C", "C", "C", "C", "C", "C", "C", "C", "C", "C", "C", "C", "C", "N", "C", "C", "H", "H", "H", "H", "H", "H", "H", "H", "H", "H", "H", "H", "H", "H", "H", "H", "H", "H", "H", "H", "H", "H", "H", "C", "C", "C", "C", "C", "C", "C", "C", "C", "C", "O", "C", "C", "C", "C", "C", "C", "C", "C", "C", "C", "H", "H", "H", "H", "H", "H", "H", "H", "H", "H", "H", "H", "H", "H", "H", "H", "H"], "positions_angstrom": [[-6.09587, 4.29878, -3.77944], [-5.31641, 5.03405, -2.88244], [-4.10693, 4.51108, -2.41375], [-3.65053, 3.27338, -2.87982], [-2.30875, 2.67769, -2.46610], [-1.48026, 3.73289, -1.69853], [-1.17515, 3.60219, -0.33854], [-0.33886, 4.54590, 0.27712], [0.20685, 5.59381, -0.46455], [-0.11627, 5.73571, -1.81656], [-1.02623, 4.85493, -2.40809], [-2.49559, 1.36441, -1.66102], [-3.70371, 1.03788, -1.02110], [-3.83202, -0.18062, -0.33006], [-2.73844, -1.04691, -0.21419], [-1.53866, -0.73686, -0.85515], [-1.43965, 0.44919, -1.58393], [-1.52002, 2.24735, -3.72527], [-1.59487, 3.00688, -5.06917], [-0.20871, 2.77960, -5.69702], [0.71131, 2.27976, -4.56715], [-0.12876, 2.06277, -3.41625], [-4.45610, 2.51458, -3.74217], [-5.66997, 3.03321, -4.20020], [-7.03139, 4.70769, -4.15320], [-5.62971, 6.01768, -2.54032], [-3.51460, 5.09374, -1.70159], [-1.57820, 2.76737, 0.24130], [-0.11210, 4.43970, 1.33573], [0.87780, 6.31380, 0.00345], [0.31814, 6.52547, -2.43201], [-1.38957, 5.06616, -3.41704], [-4.56372, 1.70761, -1.09029], [-4.79029, -0.44589, 0.10971], [-2.81099, -1.96602, 0.36696], [-0.67261, -1.39818, -0.83584], [-0.52666, 0.60435, -2.16727], [-1.85477, 1.24068, -4.01175], [-2.41883, 2.64252, -5.70382], [-1.78935, 4.06687, -4.88820], [-0.25701, 2.01500, -6.48021], [0.19633, 3.69355, -6.15092], [1.17672, 1.30753, -4.80542], [1.53910, 2.97601, -4.35811], [0.22568, 2.46452, -2.54469], [-4.12355, 1.51612, -4.05342], [-6.26358, 2.43580, -4.89367], [7.09835, 0.17110, 0.36725], [5.71227, -0.36742, 0.54408], [4.58211, 0.42019, 0.26515], [3.30411, -0.11089, 0.35815], [3.10370, -1.46319, 0.79207], [1.80492, -2.02146, 0.96021], [1.52765, -3.12677, 1.84062], [2.37006, -3.42399, 2.96043], [2.17609, -4.53261, 3.77118], [1.06643, -5.35334, 3.52720], [0.75126, -6.43692, 4.32963], [0.79943, -6.37834, 5.73356], [-0.42195, -6.35178, 6.42035], [-0.41864, -6.25759, 7.81145], [0.80027, -6.26521, 8.50265], [2.01335, -6.37586, 7.80856], [2.01980, -6.41371, 6.40843], [0.20092, -5.09957, 2.44767], [0.40437, -3.99268, 1.64078], [4.27968, -2.25877, 0.99056], [5.54029, -1.69972, 0.94435], [7.81363, -0.43778, 0.93861], [7.43148, 0.14700, -0.68176], [7.17282, 1.21580, 0.69277], [4.71946, 1.46448, -0.02299], [2.42023, 0.48309, 0.12394], [0.98277, -1.60161, 0.37865], [3.21790, -2.77874, 3.18254], [2.86874, -4.76180, 4.57763], [-1.35446, -6.37732, 5.85484], [-1.36956, -6.19687, 8.35074], [0.80364, -6.19614, 9.59482], [2.96183, -6.44065, 8.35014], [2.95448, -6.46725, 5.84844], [-0.64580, -5.77060, 2.29114], [-0.27751, -3.79267, 0.81366], [4.17940, -3.33048, 1.18796], [6.42328, -2.28364, 1.21855]], "mulliken_charge": [-0.5020, -0.8535, -0.3612, -1.0288, 4.3437, -1.0443, -0.1533, -0.9515, -0.5294, -1.0847, 0.6303, -0.2482, -0.3827, -1.0403, -0.5697, -0.9343, -0.1185, -1.4863, -0.7430, -0.6465, -0.8797, -0.1630, 0.0861, -0.9400, 0.4053, 0.4387, 0.3884, 0.4772, 0.4326, 0.3985, 0.4126, 0.3306, 0.5067, 0.4092, 0.3778, 0.6325, 0.6417, 0.7636, 0.4970, 0.1808, 0.2971, 0.2955, 0.3410, 0.3243, 0.2643, 0.4145, 0.3861, -1.4015, 1.0548, -0.6835, -0.8498, 0.6937, -0.4406, 0.5982, -0.7623, -0.3036, 0.9054, -0.4425, 0.3115, -0.3809, -0.4368, -0.4672, -0.5618, -0.1709, -0.6543, -0.5441, -0.6127, -0.7088, 0.3630, 0.2976, 0.3768, 0.4049, 0.5840, 0.3052, 0.6015, 0.1869, 0.4060, 0.3661, 0.3672, 0.3691, 0.4267, 0.4597, 0.3610, 0.6244, 0.3421]}

---

2.
{"formula": "C43H42BN13NaOP2Se2", "method": "the ωB97M-V functional and the def2-TZVPD basis", "lumo_energy_ev": 2.04, "max_force_ev_per_a": 0.927, "homo_energy_ev": -5.30, "total_charge": -1, "orbital_gap_ev": 7.34, "elements": ["Na", "C", "C", "N", "N", "C", "B", "N", "C", "C", "C", "N", "N", "C", "C", "C", "N", "H", "H", "H", "H", "H", "H", "H", "H", "H", "H", "Se", "P", "C", "C", "C", "C", "C", "C", "C", "C", "C", "C", "C", "C", "C", "C", "N", "N", "N", "P", "Se", "C", "C", "C", "C", "C", "C", "C", "C", "C", "C", "C", "C", "H", "H", "H", "H", "H", "H", "H", "H", "H", "H", "H", "H", "H", "H", "H", "H", "H", "H", "H", "H", "N", "C", "N", "C", "C", "O", "C", "C", "H", "H", "H", "H", "H", "H", "H", "H", "N", "C", "C", "C", "N", "H", "H", "H", "H"], "positions_angstrom": [[-0.69427, 2.51596, -1.11469], [2.02142, 3.53388, -3.43445], [0.62828, 3.62739, -3.60400], [0.04113, 4.10324, -2.50882], [1.03471, 4.31731, -1.61549], [2.23074, 3.98197, -2.14793], [0.78301, 4.84570, -0.16644], [0.92021, 3.67232, 0.85711], [2.08410, 3.30296, 1.43056], [1.82569, 2.25559, 2.29403], [0.44107, 2.04806, 2.17158], [-0.09673, 2.89389, 1.30121], [-0.61029, 5.48116, -0.09731], [-0.88232, 6.80252, -0.06222], [-2.25268, 6.95459, -0.08002], [-2.74462, 5.63459, -0.13624], [-1.75184, 4.75700, -0.14789], [2.76606, 3.18444, -4.13326], [0.03024, 3.39351, -4.47354], [3.14659, 4.05947, -1.57955], [1.61864, 5.67504, 0.10997], [3.01194, 3.79877, 1.18252], [2.53002, 1.72550, 2.91630], [-0.17797, 1.31003, 2.66373], [-0.08789, 7.53371, -0.01777], [-2.81280, 7.87488, -0.06289], [-3.76875, 5.28302, -0.16021], [5.57229, -0.25330, -1.02163], [3.89994, -1.34251, -0.34663], [4.31202, -2.01097, 1.30122], [4.28426, -3.36384, 1.61907], [4.72633, -3.79914, 2.86679], [5.19980, -2.88640, 3.79545], [5.22975, -1.53055, 3.48159], [4.79435, -1.09610, 2.24087], [3.63078, -2.77176, -1.44189], [4.68460, -3.67187, -1.63663], [4.56523, -4.69646, -2.56138], [3.40583, -4.81115, -3.32418], [2.37728, -3.89864, -3.15951], [2.48480, -2.88061, -2.21598], [2.33527, -0.43728, -0.29795], [0.95706, -0.57134, 0.05609], [0.33736, 0.50074, -0.46781], [1.22805, 1.24293, -1.09837], [2.43154, 0.71274, -1.01373], [-0.20643, -1.64082, 0.93737], [-2.22462, -1.29397, 0.44602], [0.06515, -1.42721, 2.72725], [-1.01305, -1.57646, 3.59702], [-0.83137, -1.41941, 4.96500], [0.42380, -1.10448, 5.47046], [1.49869, -0.94934, 4.60542], [1.31738, -1.10835, 3.23751], [0.26435, -3.38322, 0.62312], [1.18160, -4.06470, 1.41498], [1.51722, -5.38276, 1.12075], [0.93059, -6.02943, 0.04486], [-0.00197, -5.35919, -0.73921], [-0.33107, -4.04213, -0.45475], [3.91729, -4.07977, 0.89595], [4.70769, -4.85700, 3.10427], [5.55514, -3.22943, 4.76122], [5.60553, -0.81413, 4.20275], [4.84092, -0.04567, 1.97377], [5.60392, -3.53740, -1.07850], [5.38666, -5.38899, -2.70968], [3.31250, -5.60837, -4.05392], [1.48457, -3.97151, -3.76980], [1.68324, -2.16181, -2.09740], [-1.99092, -1.80198, 3.18822], [-1.67423, -1.53289, 5.63741], [0.56116, -0.96473, 6.53629], [2.47947, -0.69361, 4.98778], [2.14607, -0.95858, 2.56499], [1.62582, -3.57922, 2.27410], [2.23627, -5.90793, 1.74109], [1.20063, -7.05451, -0.18409], [-0.47242, -5.86417, -1.57545], [-1.06869, -3.51245, -1.04616], [-2.12352, 1.27299, -2.32819], [-3.20366, 1.00283, -2.64102], [-4.47455, 0.70699, -2.88163], [-5.17413, -0.33051, -2.13179], [-6.03246, -1.10333, -3.10832], [-6.91527, -0.22819, -3.80729], [-6.20529, 0.75915, -4.54939], [-5.33910, 1.60578, -3.63949], [-5.81145, 0.13154, -1.37113], [-4.44989, -0.97555, -1.63773], [-6.65497, -1.82852, -2.58818], [-5.38758, -1.62725, -3.82348], [-6.95236, 1.37301, -5.04919], [-5.57358, 0.27504, -5.30370], [-5.97353, 2.17639, -2.95370], [-4.72855, 2.29856, -4.21339], [-3.39658, 2.50695, 0.92114], [-3.88263, 2.43954, 2.17217], [-5.25157, 2.34270, 2.06142], [-5.48595, 2.36946, 0.67046], [-4.35348, 2.47618, -0.01954], [-2.41713, 2.66349, 0.67761], [-3.22727, 2.45377, 3.03093], [-5.97495, 2.26208, 2.85806], [-6.43169, 2.32157, 0.14712]], "mulliken_charge": [1.1857, -0.8399, -0.1984, -0.8382, 0.9195, -0.3091, -0.5716, 0.4613, -0.6674, -0.7909, -0.6824, -0.2954, 0.1117, -0.3276, -1.0982, -0.1674, 0.0239, 0.4365, 0.4429, 0.4358, -0.1278, 0.4305, 0.5026, 0.9655, 0.3968, 0.3957, 0.3999, -0.3695, 0.1755, 0.6978, -0.3880, -0.6654, -0.6162, -0.7629, -0.4813, 0.4920, -0.2268, -0.7802, -0.5178, -0.7044, -0.3514, -0.6548, 0.3973, 0.3301, 0.3156, -0.8086, 0.7521, -0.5048, -0.2747, -0.9021, -0.6750, -0.7129, -0.9162, 0.5712, 0.8219, -0.3884, -0.5715, -0.5382, -0.7003, -0.5831, 0.7094, 0.3817, 0.3831, 0.4327, 0.4010, 0.4429, 0.3903, 0.3808, 0.4229, 0.4513, 0.4187, 0.3796, 0.3783, 0.4782, 0.5338, 0.4245, 0.4134, 0.3886, 0.3923, 0.3189, -0.5410, 0.1482, 0.1316, 0.0335, -0.7763, -0.3951, -0.5881, -0.5563, 0.1021, 0.0713, 0.3553, 0.3972, 0.3517, 0.3442, 0.1752, 0.4899, 1.0199, -0.3513, -1.1197, -0.3244, -0.4560, -0.0374, 0.4660, 0.3902, 0.4947]}